# 1
The following is a quantum chemistry calculation of a molecular structure, C37H38IKN3Se, from OMol25.

```
81
C37H38IKN3Se wB97M-V/def2-TZVPD
K -1.86897 2.36792 -0.85799
I -3.25158 1.23859 2.73540
C -1.39824 1.69514 3.63762
C -1.34233 1.67954 5.00188
C -0.13087 2.02524 5.64220
C 0.96104 2.36733 4.89916
C 0.90689 2.37941 3.48254
C 2.03346 2.75803 2.71011
C 1.94347 2.78194 1.34761
C 0.73239 2.41744 0.70763
C -0.41787 2.03232 1.37382
C -0.29645 2.02774 2.79851
H -2.21419 1.42391 5.58878
H -0.08227 2.01929 6.72476
H 1.88946 2.64541 5.38806
H 2.95226 3.03144 3.21885
H 2.79961 3.09255 0.75443
H 0.74398 2.44684 -0.38916
C 0.31230 -4.80648 1.61376
C -1.01381 -4.91086 2.37533
C -2.11788 -3.98290 1.86001
C -1.97900 -2.51205 2.23782
N -0.73010 -1.89935 1.81601
C -0.42579 -1.54865 0.53925
Se -1.49656 -1.75743 -0.92848
N 0.83110 -1.03205 0.55916
C 1.57330 -0.52401 -0.58253
C 2.72966 -1.44062 -0.97309
C 2.29439 -2.79143 -1.53676
C 1.65605 -2.68545 -2.91961
C 1.31142 -1.01207 1.86019
C 2.51765 -0.58600 2.39048
C 2.69382 -0.72962 3.75845
C 1.69234 -1.27145 4.56523
C 0.48318 -1.69251 4.03104
C 0.31343 -1.55508 2.66335
H 0.93024 -5.68946 1.78883
H 0.89646 -3.93736 1.91494
H 0.12968 -4.73195 0.53873
H -0.84492 -4.73139 3.44318
H -1.37847 -5.93756 2.28650
H -3.08064 -4.30626 2.26725
H -2.18511 -4.06480 0.77348
H -2.02943 -2.40060 3.32131
H -2.79587 -1.93606 1.80909
H 1.94151 0.46672 -0.30945
H 0.86568 -0.40499 -1.40179
H 3.36860 -1.59469 -0.09955
H 3.33231 -0.91682 -1.72178
H 1.59358 -3.26493 -0.84196
H 3.17171 -3.44225 -1.59004
H 0.66299 -2.23866 -2.86369
H 1.54828 -3.67067 -3.37692
H 2.27184 -2.07269 -3.58424
H 3.28236 -0.14083 1.76923
H 3.62071 -0.40046 4.21027
H 1.85564 -1.35428 5.63170
H -0.29535 -2.09538 4.66451
C 1.30317 5.03575 -3.26510
C 0.13984 5.40765 -2.60130
C -0.99659 4.61925 -2.65641
C -1.04200 3.40370 -3.39325
C 0.16445 3.04532 -4.05470
C 1.29224 3.84292 -3.98412
N -2.16721 2.65230 -3.30234
C -2.48121 1.64316 -4.17470
C -2.14086 1.60714 -5.54563
C -2.55610 0.57304 -6.36936
C -3.33137 -0.47190 -5.88148
C -3.70747 -0.44051 -4.54181
C -3.30280 0.59037 -3.71466
H 2.18997 5.65457 -3.22224
H 0.11583 6.33272 -2.03589
H -1.90656 4.93728 -2.15275
H 0.20591 2.11409 -4.60365
H 2.19111 3.52319 -4.50117
H -1.56865 2.42557 -5.96379
H -2.27201 0.58708 -7.41646
H -3.63772 -1.28601 -6.52582
H -4.32663 -1.23256 -4.13539
H -3.63242 0.60915 -2.68138
```

Computed properties:
**LUMO level**: 2.226 eV
**Energy relative to the best compared isomer or geometry (same formula, charge and spin)**: 12.62 kJ/mol
**Charge**: -1
**E_tot**: -4896.13935 a.u.

Partial charges, Mulliken, in e: atom 1 (K): 0.814, atom 2 (I): -0.030, atom 3 (C): -0.219, atom 4 (C): -0.565, atom 5 (C): -0.514, atom 6 (C): -0.799, atom 7 (C): 1.158, atom 8 (C): -1.169, atom 9 (C): -0.888, atom 10 (C): -0.035, atom 11 (C): -0.779, atom 12 (C): 0.589, atom 13 (H): 0.395, atom 14 (H): 0.380, atom 15 (H): 0.350, atom 16 (H): 0.310, atom 17 (H): 0.418, atom 18 (H): 0.464, atom 19 (C): -0.780, atom 20 (C): -0.567, atom 21 (C): -0.538, atom 22 (C): -1.371, atom 23 (N): 1.447, atom 24 (C): -1.153, atom 25 (Se): -0.179, atom 26 (N): 1.693, atom 27 (C): -0.945, atom 28 (C): -0.763, atom 29 (C): 0.170, atom 30 (C): -1.199, atom 31 (C): 0.441, atom 32 (C): -0.561, atom 33 (C): -1.022, atom 34 (C): -0.880, atom 35 (C): -0.806, atom 36 (C): 0.364, atom 37 (H): 0.495, atom 38 (H): -0.023, atom 39 (H): 0.195, atom 40 (H): 0.260, atom 41 (H): 0.413, atom 42 (H): 0.442, atom 43 (H): 0.266, atom 44 (H): 0.464, atom 45 (H): 0.321, atom 46 (H): -0.279, atom 47 (H): 0.593, atom 48 (H): 0.286, atom 49 (H): 0.562, atom 50 (H): -0.295, atom 51 (H): 0.419, atom 52 (H): 0.196, atom 53 (H): 0.385, atom 54 (H): 0.303, atom 55 (H): 0.470, atom 56 (H): 0.401, atom 57 (H): 0.385, atom 58 (H): 0.398, atom 59 (C): -0.636, atom 60 (C): -0.489, atom 61 (C): -0.271, atom 62 (C): 0.503, atom 63 (C): -0.504, atom 64 (C): -0.559, atom 65 (N): -0.725, atom 66 (C): -0.098, atom 67 (C): -0.212, atom 68 (C): -0.569, atom 69 (C): -0.542, atom 70 (C): -0.616, atom 71 (C): -0.165, atom 72 (H): 0.368, atom 73 (H): 0.374, atom 74 (H): 0.543, atom 75 (H): 0.503, atom 76 (H): 0.332, atom 77 (H): 0.479, atom 78 (H): 0.343, atom 79 (H): 0.373, atom 80 (H): 0.364, atom 81 (H): 0.319

---

# 2
The following is a quantum chemistry calculation of a molecular structure, C5H3NO in a non-equilibrium geometry, from OMol25.

```
10
C5H3NO wB97M-V/def2-TZVPD
N 3.04897 -0.88179 -0.03632
C 2.00883 -0.37205 0.00756
C 0.75268 0.27191 0.05995
C 0.30744 1.53458 0.20376
O -1.03940 1.27293 0.11962
C -1.48051 -1.13037 -0.18203
C -0.67403 -0.09947 -0.03534
H 0.69459 2.53436 0.35019
H -2.55687 -1.00379 -0.21898
H -1.06171 -2.12631 -0.26840
```

Computed properties:
**LUMO level**: -0.030 eV
**Energy relative to the best compared isomer or geometry (same formula, charge and spin)**: 181.59 kJ/mol
**Charge**: 0
**E_tot**: -322.22263 a.u.

Partial charges, Mulliken, in e: atom 1 (N): -0.440, atom 2 (C): 0.029, atom 3 (C): -0.108, atom 4 (C): 0.071, atom 5 (O): -0.417, atom 6 (C): -0.738, atom 7 (C): 0.660, atom 8 (H): 0.396, atom 9 (H): 0.284, atom 10 (H): 0.262

---

# 3
The following is a quantum chemistry calculation of 6 unconnected molecules or ions with the total composition C36H40F43NO9PS in a non-equilibrium geometry, from OMol25.

```
131
C36H40F43NO9PS wB97M-V/def2-TZVPD
C 5.67045 -1.18042 2.28133
C 4.90047 -0.15992 1.43978
C 5.18343 -0.52594 -0.00237
C 3.44017 -0.34605 1.79178
C 2.50840 0.78661 1.44656
C 2.09482 0.75342 -0.01034
O 1.19930 1.87320 -0.20941
C 0.49633 2.03375 -1.38009
F 0.72010 3.30581 -1.87887
F -0.86869 1.91961 -1.13568
F 0.82515 1.13585 -2.37344
P 0.99335 0.56448 2.46776
O 0.08070 1.84059 2.32186
O 0.17465 -0.56591 1.73744
S 1.32483 0.16798 4.33200
C 3.10968 2.12489 1.89170
C 4.55866 2.35984 1.51186
C 5.03749 3.50567 2.39973
C 4.69235 2.82641 0.03923
N 5.40909 1.18771 1.82459
O 6.64261 1.37257 1.52715
H 5.77889 -0.78600 3.28007
H 6.65724 -1.34555 1.88890
H 5.10141 -2.09433 2.35280
H 6.23835 -0.62133 -0.18009
H 4.74038 -1.50364 -0.11020
H 4.70468 0.11480 -0.72421
H 3.13477 -1.24877 1.28535
H 3.36133 -0.55886 2.84512
H 2.92937 0.86093 -0.67968
H 1.58838 -0.18070 -0.19622
H 0.37040 2.43797 3.03279
H 0.05027 -1.28415 2.38161
H 2.52268 2.94782 1.52499
H 3.05340 2.12413 2.97308
H 5.93315 3.95621 2.01270
H 4.25007 4.22771 2.54060
H 5.26248 3.10268 3.37655
H 5.03098 3.84614 0.02200
H 5.40983 2.25470 -0.52249
H 3.73088 2.83743 -0.44501
C -3.22446 5.16763 0.06873
C -3.24840 4.90916 -1.44748
C -2.15505 5.54827 -2.30474
F -2.17232 6.89193 -2.21642
F -2.37486 5.20377 -3.59605
F -4.47446 5.20181 -1.95021
F -3.08303 3.56889 -1.58543
O -4.07007 6.15573 0.63153
C -3.76375 7.49332 0.71968
C -4.73155 8.33330 -0.11684
F -4.74514 7.91595 -1.40030
F -4.34461 9.62962 -0.09446
F -2.47177 7.74937 0.43084
F -3.97260 7.85970 2.00086
H -3.61455 4.24548 0.49633
H -2.20113 5.26178 0.43266
H -1.17423 5.17275 -2.00353
H -5.73562 8.24788 0.29513
C 0.04710 -5.29356 2.22647
C 1.35277 -4.68074 2.75313
C 2.26479 -3.94846 1.76208
F 2.68085 -4.74888 0.76033
F 3.35832 -3.51271 2.43198
F 2.05243 -5.61235 3.43033
F 0.98825 -3.71717 3.65947
O 0.00950 -6.68151 1.92802
C 0.39520 -7.22360 0.72876
C 1.61558 -8.14346 0.86831
F 2.65351 -7.50339 1.43752
F 1.98954 -8.54725 -0.37097
F 0.58997 -6.29448 -0.22938
F -0.60878 -8.02677 0.31462
H -0.64378 -5.20158 3.06250
H -0.37260 -4.69972 1.42027
H 1.74579 -3.08227 1.33728
H 1.35482 -9.01474 1.47216
C -2.33304 -0.40326 -1.20568
C -1.87946 -1.78192 -0.72438
C -2.38626 -3.01254 -1.47734
F -3.72780 -3.09375 -1.44734
F -1.87658 -4.11144 -0.87445
F -2.11382 -1.91548 0.60144
F -0.51911 -1.80283 -0.89297
O -3.39787 0.24298 -0.54937
C -4.72169 0.05477 -0.85786
C -5.52941 -0.55466 0.29387
F -4.99388 -1.72428 0.69425
F -6.78715 -0.77903 -0.14384
F -4.88699 -0.63102 -2.00786
F -5.20493 1.29398 -1.05159
H -1.48389 0.24243 -0.98925
H -2.46160 -0.38505 -2.28838
H -2.04328 -2.98975 -2.51571
H -5.55359 0.13936 1.13684
C -8.18721 4.20356 -2.30225
C -8.27958 5.48575 -1.45860
C -7.23559 5.69369 -0.36339
F -7.26942 4.71857 0.56474
F -7.48360 6.87671 0.26565
F -9.52519 5.62635 -0.95384
F -8.07665 6.51482 -2.32936
O -9.01196 3.09247 -1.99006
C -8.67740 2.13059 -1.07197
C -9.62958 2.10718 0.13064
F -9.69473 3.30905 0.72994
F -9.16299 1.20276 1.02442
F -7.38746 2.20953 -0.68236
F -8.84020 0.93423 -1.67886
H -8.54791 4.51205 -3.28118
H -7.14984 3.89888 -2.44229
H -6.23616 5.74536 -0.79605
H -10.62912 1.81356 -0.19646
C 6.05532 -6.43171 -0.69243
C 5.51357 -5.00037 -0.55894
C 4.49895 -4.50553 -1.59254
F 4.98843 -4.51661 -2.84541
F 4.18432 -3.22162 -1.27385
F 6.53608 -4.12246 -0.46010
F 4.83651 -4.96631 0.62318
O 7.31765 -6.64475 -1.30073
C 7.49677 -6.77796 -2.65379
C 8.34040 -5.64392 -3.25108
F 7.80822 -4.43979 -2.97366
F 8.37542 -5.80191 -4.59433
F 6.33209 -6.93243 -3.31718
F 8.22131 -7.90266 -2.84538
H 6.21965 -6.74485 0.33646
H 5.29929 -7.10396 -1.09774
H 3.58735 -5.10818 -1.55430
H 9.35564 -5.68969 -2.85171
```

Computed properties:
**LUMO level (alpha / beta)**: 0.004 / 0.003 eV
**Energy relative to the best compared isomer or geometry (same formula, charge and spin)**: 0.00 kJ/mol
**Charge**: 0
**E_tot**: -7161.53540 a.u.
**<S²>**: 0.754
**Spin multiplicity**: 2

Mulliken atomic charge list, values in e, 99 entries: atom 1 (C): -1.731, atom 2 (C): 1.934, atom 3 (C): -1.493, atom 4 (C): -2.834, atom 5 (C): 4.693, atom 6 (C): -2.896, atom 7 (O): -0.345, atom 8 (C): 0.889, atom 9 (F): -0.283, atom 10 (F): -0.142, atom 11 (F): -0.287, atom 12 (P): 0.181, atom 13 (O): -0.502, atom 14 (O): -0.044, atom 15 (S): -0.373, atom 16 (C): -3.844, atom 17 (C): 2.137, atom 18 (C): -1.913, atom 19 (C): -1.572, atom 20 (N): 0.626, atom 21 (O): -0.656, atom 22 (H): 0.507, atom 23 (H): 0.414, atom 24 (H): 0.199, atom 25 (H): 0.535, atom 26 (H): 0.062, atom 27 (H): 0.437, atom 28 (H): -0.461, atom 29 (H): 0.920, atom 30 (H): 1.061, atom 31 (H): 0.524, atom 32 (H): 0.398, atom 33 (H): 0.096, atom 34 (H): 0.717, atom 35 (H): 0.725, atom 36 (H): 0.434, atom 37 (H): 0.402, atom 38 (H): 0.474, atom 39 (H): 0.455, atom 40 (H): 0.296, atom 41 (H): 0.251, atom 42 (C): -0.967, atom 43 (C): 0.968, atom 44 (C): 0.220, atom 45 (F): -0.248, atom 46 (F): -0.264, atom 47 (F): -0.302, atom 48 (F): -0.356, atom 49 (O): -0.384, atom 50 (C): 0.838, atom 51 (C): 0.316, atom 52 (F): -0.220, atom 53 (F): -0.285, atom 54 (F): -0.304, atom 55 (F): -0.336, atom 56 (H): 0.470, atom 57 (H): 0.486, atom 58 (H): 0.136, atom 59 (H): 0.174, atom 60 (C): -0.766, atom 61 (C): 0.950, atom 62 (C): 0.815, atom 63 (F): -0.271, atom 64 (F): -0.279, atom 65 (F): -0.279, atom 66 (F): -0.301, atom 67 (O): -0.413, atom 68 (C): 0.828, atom 69 (C): 0.161, atom 70 (F): -0.174, atom 71 (F): -0.267, atom 72 (F): -0.247, atom 73 (F): -0.314, atom 74 (H): 0.471, atom 75 (H): 0.313, atom 76 (H): -0.465, atom 77 (H): 0.235, atom 78 (C): -0.092, atom 79 (C): 1.093, atom 80 (C): 0.010, atom 81 (F): -0.238, atom 82 (F): -0.203, atom 83 (F): -0.290, atom 84 (F): -0.217, atom 85 (O): -0.361, atom 86 (C): 0.621, atom 87 (C): 0.287, atom 88 (F): -0.243, atom 89 (F): -0.261, atom 90 (F): -0.342, atom 91 (F): -0.154, atom 92 (H): -0.425, atom 93 (H): 0.321, atom 94 (H): 0.292, atom 95 (H): 0.246, atom 96 (C): -0.840, atom 97 (C): 0.861, atom 98 (C): 1.038, atom 99 (F): -0.246

---

# 4
The following is a quantum chemistry calculation of a molecular structure, C13H17N4OS2Se3TeW, from OMol25.

```
42
C13H17N4OS2Se3TeW wB97M-V/def2-TZVPD
W -0.90455 -0.78294 -1.99458
Se -1.23871 -3.13184 -2.28862
Se -3.50907 -2.65429 -2.37937
Te -3.26530 -0.19182 -3.17041
Se -1.18272 -0.28906 -4.47003
S 0.35784 -1.41053 1.00799
C -0.55731 -1.43120 2.55237
N -0.28165 -0.53629 3.47063
C -0.89812 -0.55643 4.81689
C -1.33559 -1.97485 5.14139
C -2.18289 -2.53238 4.00993
N -1.45109 -2.37233 2.73528
H 0.47017 0.11275 3.29247
H -1.73778 0.13903 4.82874
H -0.14916 -0.20217 5.52133
H -1.91589 -1.97404 6.06199
H -0.46236 -2.60853 5.30379
H -3.13501 -2.00633 3.92900
H -2.38602 -3.59187 4.14560
H -1.58090 -3.05196 2.00213
N 1.38740 -1.83326 -2.09414
C 1.88682 -0.53270 -2.39608
N 0.91091 0.32531 -2.41539
C 1.33836 1.60766 -2.75734
C 0.55937 2.75232 -2.92158
C 1.20032 3.91932 -3.27630
C 2.59018 3.95533 -3.46859
C 3.36824 2.82680 -3.32185
C 2.72367 1.64445 -2.96600
S 3.43160 0.06154 -2.74993
H 1.76487 -2.21536 -1.22620
H 1.59266 -2.50760 -2.83287
H -0.51567 2.72314 -2.79208
H 0.62357 4.82326 -3.41568
H 3.05948 4.88895 -3.74712
H 4.43709 2.85853 -3.48441
C -0.21637 1.29476 0.34575
C -0.52900 -0.14341 0.02870
O -1.81205 -0.40591 -0.30301
H -0.83639 1.63573 1.17881
H -0.45127 1.93906 -0.50400
H 0.83233 1.42917 0.60281
```

Computed properties:
**LUMO level**: -11.112 eV
**Charge**: +3
**E_tot**: -9134.72643 a.u.

Partial charges, Mulliken, in e: atom 1 (W): 0.813, atom 2 (Se): 0.068, atom 3 (Se): 0.053, atom 4 (Te): 0.261, atom 5 (Se): -0.060, atom 6 (S): -0.187, atom 7 (C): 0.362, atom 8 (N): -0.117, atom 9 (C): -0.553, atom 10 (C): -0.638, atom 11 (C): -0.551, atom 12 (N): -0.104, atom 13 (H): 0.284, atom 14 (H): 0.320, atom 15 (H): 0.381, atom 16 (H): 0.362, atom 17 (H): 0.318, atom 18 (H): 0.311, atom 19 (H): 0.392, atom 20 (H): 0.250, atom 21 (N): -0.425, atom 22 (C): -0.040, atom 23 (N): 0.485, atom 24 (C): -0.112, atom 25 (C): -0.241, atom 26 (C): -0.873, atom 27 (C): -0.617, atom 28 (C): -0.508, atom 29 (C): 0.783, atom 30 (S): -0.103, atom 31 (H): 0.225, atom 32 (H): 0.380, atom 33 (H): 0.376, atom 34 (H): 0.441, atom 35 (H): 0.444, atom 36 (H): 0.457, atom 37 (C): -1.277, atom 38 (C): 1.139, atom 39 (O): -0.490, atom 40 (H): 0.397, atom 41 (H): 0.177, atom 42 (H): 0.418